[1]
Here is 2 unconnected molecules or ions with the total composition CHN2O2P from the Open Molecules 2025 dataset. Energies are from ωB97M-V/def2-TZVPD.

The geometry in XYZ format:
```
7
Properties=species:S:1:pos:R:3:nbo_charge:R:1
C -0.61091 0.66877 1.20696 -0.197
N -0.72248 1.76622 0.79371 -0.215
N 0.86257 -0.17388 -1.37242 0.508
O 1.51992 -0.79117 -2.12716 -0.257
O 0.26187 0.85976 -1.42635 -0.250
P -0.00013 -0.85603 1.53500 0.427
H -1.31084 -1.47367 1.39025 -0.015
```

For the max |F|, the calculation gives 4.08 eV/Å. Its electronic energy is -639.85521 Eh. As for the spin multiplicity: 1. Its gap between HOMO and LUMO (spin up / spin down) is 0.302 / 0.286 Eh. The total charge is 0. For the LUMO energy (spin up / spin down), the calculation gives -2.318 / -1.802 eV. The energy relative to the best compared isomer or geometry (same formula, charge and spin) is 1.748 eV.



[2]
Here is 2 unconnected molecules or ions with the total composition CHN2O2P from the Open Molecules 2025 dataset. Energies are from ωB97M-V/def2-TZVPD.

The geometry in XYZ format:
```
7
Properties=species:S:1:pos:R:3:mulliken_spin:R:1
C 0.10560 0.12430 1.53325 -0.085
N 0.91260 0.52381 2.26147 0.222
N 0.28316 -0.57578 -1.00050 -0.025
O 1.17937 -1.34480 -0.74991 0.009
O -0.02337 0.08804 -1.99657 0.058
P -1.05254 -0.40354 0.30594 0.944
H -1.40482 1.58797 -0.35368 0.878
```

For the max |F|, the calculation gives 1.87 eV/Å. Its electronic energy is -639.75779 Eh. As for the expectation value of S²: 2.013. As for the spin multiplicity: 3. Its gap between HOMO and LUMO (spin up / spin down) is 0.287 / 0.266 Eh. The total charge is 0. For the LUMO energy (spin up / spin down), the calculation gives -0.751 / -4.019 eV. The energy relative to the best compared isomer or geometry (same formula, charge and spin) is 4.061 eV.



[3]
Here is 2 unconnected molecules or ions with the total composition CHN2O3 from the Open Molecules 2025 dataset. Energies are from ωB97M-V/def2-TZVPD.

The geometry in XYZ format:
```
7
Properties=species:S:1:pos:R:3:nbo_charge:R:1
C -0.96464 0.98677 1.68101 1.053
N 0.25323 -1.14556 -1.38682 -0.170
N 0.91715 -0.25164 -1.28564 0.677
O -1.40905 1.38425 2.65023 -0.433
O 1.55351 0.65274 -1.16524 -0.019
O -0.50264 0.49909 0.75033 -0.619
H 0.15245 -2.12564 -1.24387 0.511
```

For the max |F|, the calculation gives 2.36 eV/Å. Its electronic energy is -373.54410 Eh. As for the spin multiplicity: 1. Its gap between HOMO and LUMO is 0.382 Eh. The total charge is +1. For the LUMO energy, the calculation gives -6.605 eV. The energy relative to the best compared isomer or geometry (same formula, charge and spin) is 0.392 eV.